1.
C3H5O4Tl as an isolated structure in a non-equilibrium geometry, computed with ωB97M-V/def2-TZVPD.

The geometry in XYZ format:
```
13
Properties=species:S:1:pos:R:3:forces:R:3:mulliken_charge:R:1
O 0.1529 -1.0847 0.3544 -0.39 1.38 0.68 -0.675
C -1.1515 0.0866 -0.0757 1.29 -1.10 -1.53 0.991
C 1.2786 -0.2345 0.3689 -0.12 -0.48 -0.06 -0.318
O -1.9353 0.4212 0.8814 3.15 2.38 -3.72 -0.574
O -0.3785 1.1467 -0.5670 -0.41 -0.53 1.06 -0.362
C 0.9963 0.8162 -0.6932 0.22 -0.13 -0.38 -0.434
H 2.1751 -0.8210 0.1307 -0.01 0.31 0.17 0.316
H 1.3644 0.2504 1.3575 0.12 -0.25 -0.20 0.248
H 1.1832 0.4039 -1.6988 0.02 0.19 0.23 0.270
H 1.5740 1.7336 -0.5288 -0.12 -0.19 -0.22 0.300
Tl -2.9997 -0.3623 2.2676 -3.07 -2.34 3.96 0.410
O -1.5948 -0.7905 -0.9999 1.79 -2.08 0.40 -0.679
H -0.6647 -1.5656 -0.7972 -2.48 2.85 -0.40 0.508
```
Positions in Å, forces in eV/Å.



2.
An isolated ion of composition C4H10N3 and charge +1 in a non-equilibrium geometry, computed with ωB97M-V/def2-TZVPD.

- Net charge: +1

The geometry in XYZ format:
```
17
Properties=species:S:1:pos:R:3:forces:R:3:mulliken_charge:R:1
C -1.0669 -1.1326 0.4943 -1.53 -0.10 0.59 -0.530
C 0.0530 -1.6759 0.0958 0.26 -0.78 -0.71 -0.316
C -1.4342 0.2746 0.3997 2.96 1.84 -0.86 0.137
C 1.6534 1.3304 0.3698 1.96 -5.03 -0.24 -0.836
N 0.8031 0.5458 -0.6026 -1.05 1.80 0.81 -0.737
N -2.2336 0.7803 -0.5452 0.97 1.35 1.47 -0.285
N 1.0537 -0.8650 -0.6341 -0.88 0.76 0.11 0.143
H -1.8058 -1.7131 1.0543 0.30 -0.31 -0.29 0.402
H 0.2263 -2.7538 0.1089 0.19 0.34 0.29 0.453
H -0.9224 0.8421 1.2626 -1.75 -0.10 -1.56 0.319
H 1.1010 2.1842 0.4919 -0.79 2.37 0.53 0.338
H 1.7000 0.7016 1.3266 -0.01 1.18 -0.59 0.323
H 2.7707 1.4876 0.0747 -2.03 0.02 0.12 0.262
H -2.5186 0.2052 -1.3247 0.02 -0.02 0.04 0.276
H -2.2287 1.8284 -0.7024 -0.27 -1.91 0.44 0.304
H 1.9651 -1.0568 -0.2164 0.43 -0.51 -0.87 0.378
H 0.8837 -0.9831 -1.6533 1.23 -0.92 0.74 0.368
```
Positions in Å, forces in eV/Å.



3.
C37H69BN6NaP2 as an isolated structure, computed with ωB97M-V/def2-TZVPD.

- Net charge: -1

The geometry in XYZ format:
```
116
Properties=species:S:1:pos:R:3:forces:R:3:mulliken_charge:R:1
Na 1.1299 -0.2626 -0.7523 0.55 -0.31 0.08 0.476
N 1.2279 -0.5328 2.8811 0.09 -0.23 0.07 0.002
C 1.5102 -1.9438 3.1387 0.00 0.22 -0.09 -0.792
C 1.7211 -2.7426 1.8522 -0.05 0.02 -0.05 -0.008
N 2.4435 -2.0041 0.8339 0.02 0.04 0.15 0.857
C 3.8405 -1.6738 1.1122 -0.14 -0.11 0.00 -1.196
C 4.1169 -0.2013 0.8438 -0.38 -0.10 -0.09 -0.424
N 3.5974 0.0771 -0.4915 0.23 0.31 -0.12 -0.252
H 0.7419 -0.3754 1.9990 -0.04 0.02 -0.05 -0.609
H 0.6664 -0.1253 3.6163 0.00 0.00 0.01 0.218
H 2.4068 -2.0163 3.7646 0.04 0.03 0.02 0.475
H 0.7142 -2.4531 3.6942 -0.03 -0.05 0.07 0.409
H 2.2111 -3.6902 2.1286 0.01 -0.08 0.01 0.401
H 0.7444 -2.9903 1.4266 0.02 0.04 -0.02 -0.523
H 2.3470 -2.4359 -0.0754 0.09 -0.08 -0.08 -0.315
H 4.0886 -1.9134 2.1491 -0.04 -0.01 0.01 0.370
H 4.5045 -2.2710 0.4753 0.04 -0.08 0.00 0.318
H 3.5456 0.3845 1.5680 0.00 0.04 0.00 0.266
H 5.1851 0.0093 0.9826 0.06 -0.02 -0.05 0.342
H 3.8390 0.9907 -0.8530 0.07 -0.02 0.08 0.284
H 3.8876 -0.6223 -1.1692 -0.07 0.04 -0.01 -0.166
C -4.1049 -3.5488 -1.4925 0.01 -0.03 -0.02 -1.801
C -2.6925 -3.6567 -0.9120 0.07 0.01 0.00 2.133
C -2.5706 -4.9521 -0.1048 -0.01 -0.02 0.02 -2.088
C -1.6947 -3.7536 -2.0782 0.02 0.03 -0.05 -1.851
P -2.0230 -2.2088 0.1151 -0.05 0.11 0.03 0.944
C -2.8326 -0.8335 -0.8373 0.12 0.05 0.05 -2.396
N -2.2600 0.4791 -0.6390 -0.11 0.07 -0.10 0.520
B -0.9320 0.8652 -0.1185 -0.47 0.35 0.07 0.941
N -1.0173 2.3342 -0.2856 -0.06 0.12 -0.08 0.517
C 0.0020 3.3181 0.0167 -0.10 -0.16 0.11 -1.221
P 0.9050 3.0147 1.6198 -0.17 -0.07 -0.12 0.739
C -0.3452 3.6839 2.8768 0.10 0.00 0.03 2.195
C -0.6497 5.1795 2.8341 -0.04 0.01 0.01 -1.905
C 0.1775 3.3005 4.2692 0.00 0.02 0.00 -1.604
C -1.6597 2.9197 2.6552 -0.03 0.01 -0.01 -2.494
C 2.2864 4.2936 1.3799 0.07 -0.06 0.02 2.088
C 2.9536 4.5723 2.7298 0.03 0.03 -0.02 -2.082
C 3.3253 3.5540 0.5151 -0.04 -0.03 0.02 -1.836
C 1.9467 5.6171 0.6895 0.03 0.01 0.00 -1.870
C -2.2100 2.7311 -0.8747 0.18 0.00 0.09 0.329
C -2.7019 3.9762 -1.2351 -0.07 0.00 -0.03 -0.991
C -3.9729 4.0581 -1.8168 0.05 -0.06 0.02 -0.837
C -4.7283 2.9166 -2.0389 0.07 -0.02 0.04 -0.959
C -4.2363 1.6564 -1.6800 -0.03 0.05 -0.02 -0.334
C -2.9831 1.5727 -1.0955 0.05 -0.19 0.12 0.487
C -2.9949 -2.1074 1.7422 0.04 -0.02 0.00 2.214
C -2.3139 -3.0413 2.7496 0.00 -0.01 0.00 -1.878
C -2.8248 -0.6698 2.2602 -0.04 0.01 -0.03 -1.806
C -4.4884 -2.4215 1.6918 -0.01 0.02 0.03 -1.901
H -4.2970 -4.4280 -2.1198 -0.01 0.03 0.02 0.552
H -4.8745 -3.5204 -0.7241 -0.02 0.02 0.05 0.273
H -4.2221 -2.6697 -2.1277 0.01 -0.03 0.02 0.287
H -2.6916 -5.8132 -0.7729 0.00 0.04 0.02 0.536
H -1.5861 -5.0303 0.3677 -0.05 0.00 -0.03 0.276
H -3.3316 -5.0293 0.6742 0.01 0.01 -0.02 0.335
H -2.0079 -4.5429 -2.7721 0.00 0.03 0.04 0.602
H -1.6090 -2.8222 -2.6455 0.00 -0.03 0.02 0.274
H -0.6983 -3.9996 -1.7076 0.02 0.02 -0.02 0.213
H -2.7916 -1.1013 -1.8982 0.03 -0.03 -0.05 0.783
H -3.8930 -0.8173 -0.5637 -0.07 0.03 -0.03 0.420
H 0.7598 3.3420 -0.7722 0.04 0.04 -0.06 0.301
H -0.4472 4.3113 0.0542 -0.04 0.05 -0.03 0.027
H 0.2059 5.7870 3.1317 0.01 0.00 -0.01 0.328
H -0.9752 5.4986 1.8406 0.02 0.00 0.04 0.294
H -1.4673 5.3983 3.5322 0.03 0.01 -0.04 0.487
H 1.1318 3.7757 4.5019 -0.06 -0.03 0.02 0.324
H -0.5480 3.6030 5.0340 0.02 -0.01 -0.04 0.500
H 0.3178 2.2186 4.3399 0.01 0.05 0.00 0.123
H -2.1903 3.2662 1.7657 0.04 -0.04 0.05 0.252
H -1.4921 1.8458 2.5395 0.00 0.07 0.00 0.534
H -2.3125 3.0795 3.5224 0.03 0.01 -0.02 0.668
H 3.1936 3.6390 3.2477 0.00 0.04 -0.02 0.356
H 3.8890 5.1214 2.5705 -0.02 -0.02 0.01 0.520
H 2.3249 5.1763 3.3855 0.00 0.00 -0.02 0.313
H 3.6313 2.6221 0.9968 0.00 0.05 -0.04 0.251
H 2.9397 3.3122 -0.4789 -0.01 0.01 0.04 0.326
H 4.2121 4.1848 0.3850 -0.03 0.00 0.00 0.570
H 1.3244 6.2627 1.3079 -0.04 -0.02 0.00 0.277
H 2.8778 6.1584 0.4806 -0.04 0.01 0.02 0.541
H 1.4411 5.4659 -0.2660 0.04 0.01 0.04 0.273
H -2.1201 4.8780 -1.0900 0.02 -0.01 0.00 0.440
H -4.3618 5.0264 -2.1079 0.00 0.00 0.00 0.376
H -5.7043 2.9978 -2.5023 0.01 -0.01 0.00 0.368
H -4.8252 0.7664 -1.8678 0.02 0.02 0.00 0.442
H -1.2543 -2.7950 2.8385 -0.01 -0.02 0.00 0.182
H -2.7746 -2.9202 3.7376 0.01 -0.01 -0.05 0.545
H -2.3967 -4.0922 2.4662 0.01 0.03 0.02 0.303
H -1.7821 -0.3458 2.2117 -0.03 -0.05 0.01 -0.211
H -3.4090 0.0451 1.6743 0.05 -0.04 0.04 0.193
H -3.1684 -0.6208 3.3016 0.00 -0.02 -0.05 0.733
H -4.6853 -3.4734 1.4838 0.00 -0.02 -0.02 0.365
H -4.9312 -2.1905 2.6685 -0.01 -0.02 -0.03 0.484
H -5.0106 -1.8160 0.9482 0.00 -0.02 0.01 0.272
C 2.2875 -3.9384 -2.6670 0.04 0.04 0.07 -1.186
N 3.2965 -2.9120 -2.4576 -0.13 0.03 0.03 0.880
C 4.5881 -3.5251 -2.2292 -0.01 0.01 0.10 -1.463
C 3.3832 -2.0138 -3.6158 -0.04 0.02 -0.06 -1.298
C 2.0979 -1.3248 -4.0617 0.03 -0.04 0.00 0.112
C 1.8323 -1.3787 -5.4317 -0.15 -0.02 0.01 -0.822
C 0.7179 -0.7408 -5.9672 0.03 -0.02 0.09 -0.658
C -0.1287 -0.0543 -5.1080 0.09 -0.02 0.03 -0.930
C 0.1600 -0.0166 -3.7428 0.00 -0.03 0.04 0.178
C 1.2767 -0.6345 -3.1430 0.06 -0.19 -0.22 0.301
H 2.5563 -4.6157 -3.4979 -0.02 0.03 -0.03 0.398
H 1.3353 -3.4639 -2.8936 -0.02 0.01 -0.01 0.219
H 2.1753 -4.5467 -1.7636 0.04 0.04 -0.02 0.304
H 4.9155 -4.1441 -3.0843 0.00 0.00 -0.02 0.450
H 4.5516 -4.1685 -1.3459 -0.01 0.03 0.00 0.367
H 5.3471 -2.7556 -2.0654 -0.02 -0.01 0.01 0.295
H 3.7876 -2.5916 -4.4679 0.03 0.03 -0.06 0.353
H 4.1370 -1.2537 -3.3778 0.01 0.00 0.06 0.388
H 2.4929 -1.9345 -6.0931 0.02 0.00 -0.02 0.286
H 0.5148 -0.7879 -7.0309 0.00 0.00 -0.02 0.330
H -1.0067 0.4514 -5.4988 -0.01 0.01 0.01 0.424
H -0.5376 0.5391 -3.1098 0.02 -0.02 -0.03 0.380
```
Positions in Å, forces in eV/Å.



4.
C6H8LaO5 as an isolated structure in a non-equilibrium geometry, computed with ωB97M-V/def2-TZVPD.

- Net charge: +3

The geometry in XYZ format:
```
20
Properties=species:S:1:pos:R:3:forces:R:3:mulliken_charge:R:1
La 3.0018 -0.7749 -2.4779 -1.19 1.28 3.96 2.467
O 2.3774 -0.0432 -0.2499 2.66 -1.61 -5.01 -0.874
O 1.0815 -0.7344 1.4532 0.47 -0.33 -1.69 -0.400
C 0.3560 -0.0855 2.4970 -0.52 0.40 0.65 -0.320
C 0.7478 1.3787 2.3129 -0.19 0.08 1.06 -0.311
O 1.1497 1.4398 0.9419 0.29 -0.57 -1.68 -0.392
C 1.2856 0.1666 0.4254 -2.84 1.07 2.84 1.161
H -0.7213 -0.2521 2.3600 0.26 -0.02 0.07 0.240
H 0.6789 -0.5100 3.4522 -0.08 0.06 -0.28 0.364
H 1.5978 1.6663 2.9435 -0.22 -0.03 -0.22 0.317
H -0.0890 2.0683 2.4667 0.27 -0.15 -0.03 0.288
O 0.2423 -0.5217 -1.8293 1.41 -0.33 -1.18 -0.214
C -1.0177 -0.7613 -2.5590 -0.71 -0.18 -0.57 -0.339
C -2.0610 -0.3781 -1.5047 -0.74 -0.12 -0.31 -0.318
O -1.2340 0.0684 -0.3763 0.90 0.18 0.09 -0.224
C -0.0115 -0.0471 -0.6502 0.30 0.19 2.12 0.231
H -1.0046 -0.1106 -3.4363 -0.12 -0.12 0.14 0.351
H -1.0288 -1.8172 -2.8381 -0.10 0.18 0.04 0.324
H -2.6578 -1.2186 -1.1421 0.06 0.20 -0.07 0.322
H -2.6930 0.4665 -1.7891 0.07 -0.19 0.07 0.330
```
Positions in Å, forces in eV/Å.



5.
A 3-piece molecular cluster, C2H2FNO overall in a non-equilibrium geometry, computed with ωB97M-V/def2-TZVPD.

The geometry in XYZ format:
```
7
Properties=species:S:1:pos:R:3:forces:R:3:mulliken_charge:R:1
C -0.6303 1.8162 -0.7864 0.16 0.91 0.53 -0.015
C 0.9610 -1.6757 -0.0524 -0.17 0.96 -0.01 0.135
N -0.0345 0.8534 -0.8884 0.03 -0.32 -0.37 -0.327
O 0.5752 -2.1492 0.9006 0.19 -1.28 0.45 0.006
F -0.6102 -0.9960 1.8376 -0.15 0.33 0.05 -0.574
H -1.0156 2.7930 -0.5594 -0.25 -0.30 -0.23 0.291
H 0.7544 -0.6417 -0.4516 0.19 -0.30 -0.43 0.483
```
Positions in Å, forces in eV/Å.



6.
A 14-piece molecular cluster, C4H34NO15 overall in a non-equilibrium geometry, computed with ωB97M-V/def2-TZVPD.

- Net charge: -1

The geometry in XYZ format:
```
54
Properties=species:S:1:pos:R:3:forces:R:3:mulliken_charge:R:1
C -0.0838 -1.7205 -0.1074 0.84 0.08 -0.27 -1.061
N -0.1305 -0.3131 0.3219 0.31 -0.74 0.00 1.085
C 0.2639 -0.1890 1.7245 0.29 -0.28 0.07 -1.138
C 0.6866 0.5563 -0.5205 0.28 -0.04 -0.25 -0.216
C 0.1602 0.5506 -1.9704 0.15 0.43 -0.38 0.229
O -0.5892 1.5188 -2.2966 -0.04 -0.07 -0.06 -1.010
O 0.5136 -0.3608 -2.7454 0.02 0.08 0.34 -0.820
H 0.9510 -2.1297 -0.0400 -0.55 0.25 -0.06 -0.339
H -0.3737 -1.8007 -1.1590 -0.01 0.03 0.18 0.604
H -0.7194 -2.3396 0.5102 -0.19 0.05 0.18 0.314
H 1.3157 -0.4683 1.9038 -0.04 0.07 -0.25 0.245
H -0.3346 -0.8765 2.3206 -0.19 0.12 0.09 0.362
H 0.1256 0.8365 2.0704 -0.10 -0.03 -0.03 0.246
H 0.6104 1.5530 -0.0814 0.04 0.01 -0.22 0.398
H 1.7542 0.2647 -0.5506 -0.28 -0.11 0.22 0.254
H 3.0858 -1.5801 -1.3696 -0.22 0.09 -0.14 0.465
H 2.0990 -1.1435 -2.5212 0.03 -0.04 0.23 0.423
O 3.0446 -1.3350 -2.3128 0.00 -0.08 -0.18 -0.854
H 2.9204 2.9462 -0.0945 0.01 -0.06 -0.07 0.299
H 3.0288 2.8209 -1.6258 0.05 -0.24 0.20 0.403
O 2.7136 3.4080 -0.9130 0.33 0.09 -0.09 -0.723
H -0.1951 2.9990 -1.5209 0.59 1.03 0.62 0.413
H 1.0351 3.8366 -0.9776 -0.42 -0.08 -0.18 0.382
O 0.0510 3.8432 -1.0061 -0.16 -0.78 -0.73 -0.763
H -3.2265 -0.5512 0.1029 -0.15 -0.45 -0.03 0.490
H -2.5313 -1.5758 -0.7745 -0.25 -0.13 -0.01 0.362
O -3.3251 -1.4854 -0.2271 0.20 0.45 -0.26 -0.898
H -1.5032 -3.4738 2.2934 -0.16 -0.43 -0.21 0.351
H -0.9637 -4.9151 1.8534 -0.33 0.08 -0.02 0.279
O -0.7129 -4.0835 2.2584 0.43 0.19 0.24 -0.721
H -1.6249 0.4278 0.3994 0.34 -0.01 0.28 0.449
H -2.6820 1.5680 0.0453 0.36 -0.51 0.97 0.445
O -2.4493 0.8634 0.7532 -0.74 0.92 -0.89 -1.005
H 3.5081 0.2902 -2.5078 0.09 0.09 0.10 0.423
H 3.0695 1.3909 -3.4592 0.02 0.03 -0.02 0.322
O 3.6503 1.2520 -2.7024 -0.16 0.19 -0.11 -0.743
H 2.7815 -2.4733 0.9158 0.31 -0.03 -0.04 0.426
H 4.1927 -2.3956 0.2515 -0.04 -0.10 0.14 0.286
O 3.3770 -1.9026 0.3791 0.01 0.09 0.07 -0.667
H -2.2740 3.5157 -0.8313 -0.03 -0.03 0.05 0.346
H -1.9624 2.2821 -1.6891 -0.21 -0.13 0.14 0.539
O -2.6641 2.6782 -1.1138 -0.11 0.26 -0.30 -0.812
H -2.9267 -1.7894 2.6824 -0.05 -0.22 -0.12 0.459
H -3.0930 -2.3212 1.2440 -0.03 -0.18 0.44 0.438
O -2.9514 -2.6327 2.1766 0.16 0.08 -0.18 -0.840
H -2.5815 0.3682 2.4161 -0.08 -0.22 0.01 0.364
H -3.7243 0.2206 3.3965 -0.01 -0.12 0.14 0.302
O -2.8554 -0.1507 3.2104 -0.02 0.58 0.07 -0.740
H 0.9949 -3.7230 1.9931 0.06 0.05 -0.03 0.386
H 2.1667 -3.4323 2.9279 0.07 0.02 -0.04 0.306
O 1.9707 -3.5788 1.9972 -0.24 -0.10 0.18 -0.719
H -0.2928 3.7955 0.6622 -0.29 -0.20 0.14 0.415
H -1.1693 2.9827 1.6692 -0.06 -0.12 -0.19 0.281
O -0.5488 3.7134 1.6114 0.17 0.18 0.24 -0.724
```
Positions in Å, forces in eV/Å.



Let's list relative energy (zero: lowest compared OMol25 entry of this formula, charge and spin) in order: 193.65 511.16 0.00 0.00 445.85 46.96 kJ/mol.
Let's list electronic energy in order: -590.6690 -322.2659 -2649.6753 -639.9974 -307.0773 -1356.3593 hartree.